No. 1
ORCA calculation (ωB97M-V/def2-TZVPD) on a structure of composition C3H12NO3P2Yb.

Structure (XYZ):
```
22
Properties=species:S:1:pos:R:3:forces:R:3
N -1.1717 -0.8458 1.1390 0.4951 -0.1538 0.7487
C -0.5410 -1.5130 -0.0638 2.4052 0.9524 -1.2417
C 0.7242 -0.7394 -0.6737 -1.4000 0.6293 -1.7595
O 0.1558 -0.2175 -1.9169 1.5951 -1.0025 2.2333
P -0.4649 1.3828 -1.6437 -2.0261 3.8787 -1.4862
O 0.6948 1.8369 -0.3844 0.3545 -4.1241 0.6177
C 1.2648 0.5748 0.0757 3.1751 0.5555 -1.1487
P 1.6454 0.5013 1.9467 -3.8883 4.7808 2.0493
O 0.9044 1.7181 2.6073 1.9584 -3.2540 -1.4884
H -2.0054 -0.2695 0.8967 1.0301 1.0296 -0.0993
H -1.5373 -1.6188 1.7556 2.7506 2.9873 3.0330
H -0.2040 -2.6273 0.1383 -0.3079 1.5331 0.3621
H -1.3552 -1.5949 -0.9149 2.0146 0.8198 0.1345
H 1.5285 -1.5401 -0.8871 -1.1041 1.4995 0.3745
H -1.6714 1.0646 -2.4066 0.7641 -0.1409 -0.2493
H 0.2508 1.9868 -2.7401 0.2959 -0.8587 0.2650
H -0.9805 2.7342 -1.4198 -0.1925 -0.4995 0.1136
H -1.3148 1.0395 -0.4914 -0.5219 -1.1837 0.8372
H 2.3393 0.6619 -0.3568 -1.3623 -0.6165 0.5970
H 3.0399 0.6278 2.2433 -0.3965 -0.8342 -0.5923
H 1.0446 -0.6837 2.5413 1.1092 0.0419 -0.6975
Yb -2.3463 -2.4786 0.5555 -6.7480 -6.0399 -2.6028
```
Positions in Å, forces in eV/Å.

Values from the calculation:
LUMO energy	-6.9	eV
orbital gap	3.83	eV
total energy	-61027.1795	eV
charge	+1
HOMO energy	-10.77	eV

***

No. 2
ORCA calculation (ωB97M-V/def2-TZVPD) on a cluster of 2 separate species, C3H12NO3Si in total.

Structure (XYZ):
```
20
Properties=species:S:1:pos:R:3:forces:R:3
C 1.9466 -1.3911 0.4675 0.6599 4.0881 -0.2376
C 1.5174 -0.6642 -0.8246 -0.9366 -1.4829 -0.0510
C 0.6390 0.5152 -0.6673 -1.8869 -0.6079 0.7525
N 1.3674 1.5498 0.2312 -4.8805 2.6192 -2.7022
O -3.0846 1.0359 -1.0278 0.7011 -1.4855 -1.1385
O -2.5532 0.7561 1.5445 -1.0971 0.9993 -2.9595
O -2.9974 -1.5131 -0.0758 0.2675 1.2498 0.0160
Si -2.6228 0.0564 0.0845 2.0430 -1.7788 1.1593
H 1.2634 -1.3088 1.2687 -1.1280 0.2490 0.8688
H 2.0646 -2.3531 0.2852 0.6744 -4.5701 -0.7893
H 2.9236 -1.0223 0.8434 -0.4837 -0.0720 -0.2583
H 0.9143 -1.3222 -1.5897 1.5443 0.8983 1.4810
H 2.4273 -0.2948 -1.2728 0.6048 -0.2952 -0.7872
H 0.5333 0.8302 -1.6867 -0.3157 1.3762 -0.2107
H 1.3152 1.1234 1.1185 1.3458 -0.2966 1.4091
H 0.6875 2.4134 0.2768 1.5549 -2.0826 0.1102
H 2.1483 1.9212 -0.2697 1.7128 -0.1732 0.6730
H -3.6174 1.7849 -0.9622 -1.3229 1.9742 0.1934
H -2.2382 0.2958 2.2692 0.8994 -1.5011 2.4263
H -2.6345 -2.4131 -0.0130 0.0432 0.8918 0.0446
```
Positions in Å, forces in eV/Å.

Values from the calculation:
LUMO energy (alpha / beta)	-3.9 / -3.9	eV
orbital gap (alpha / beta)	7.49 / 7.49	eV
ΔE to the lowest compared entry with this formula, charge and spin	3.8513	eV
total energy	-18809.0702	eV
charge	+1
HOMO energy (alpha / beta)	-11.36 / -11.36	eV

***

No. 3
ORCA calculation (ωB97M-V/def2-TZVPD) on a cluster of 3 separate species, C3H12NO4 in total.

Structure (XYZ):
```
20
Properties=species:S:1:pos:R:3:forces:R:3
O 2.5205 0.6106 1.1114 0.3119 -0.1739 -0.3905
C 1.4646 0.5932 0.5684 -0.8781 0.0846 1.4270
O 0.5435 1.5855 0.7014 -0.1610 0.0072 -0.1885
C 0.8816 -0.5547 -0.2446 0.8298 0.2842 -0.8846
C 1.5271 -1.8829 0.0491 0.6958 0.1316 -0.1147
N -0.6244 -0.5714 -0.2151 1.5438 1.1032 0.0359
H 0.8758 2.2700 1.3083 0.1982 -0.1448 -0.2078
H 1.1921 -0.2394 -1.2504 -0.4308 -0.3320 -0.1833
H 1.3089 -2.6703 -0.6689 -0.5333 0.0371 0.0544
H 2.5928 -1.7349 -0.0712 0.3086 0.1287 0.0881
H 1.4012 -2.1986 1.0703 -0.3268 -0.2726 0.3645
H -0.9022 0.1660 -0.8962 -0.6060 -0.4251 -0.1937
H -0.9732 -0.2449 0.7008 -0.5819 -0.4251 -0.2360
H -0.9213 -1.4979 -0.4933 -0.5299 -0.0517 0.0832
H -1.9059 1.0749 -2.9772 0.0210 -0.2201 0.0301
H -0.9470 2.0491 -2.3251 0.1241 -0.0848 0.0406
O -1.1511 1.1057 -2.3755 -0.0801 0.3678 0.0072
H -1.8451 0.3501 2.5059 -0.4472 -0.3829 -0.0301
H -2.6040 1.3715 1.7695 -0.3554 -0.1033 -0.4035
O -2.4343 0.4182 1.7323 0.8971 0.4721 0.7017
```
Positions in Å, forces in eV/Å.

Values from the calculation:
LUMO energy	-3.2	eV
orbital gap	11.70	eV
ΔE to the lowest compared entry with this formula, charge and spin	0.4471	eV
total energy	-12980.1270	eV
charge	+1
HOMO energy	-14.90	eV

***

No. 4
ORCA calculation (ωB97M-V/def2-TZVPD) on a cluster of 3 separate species, C3H12NO4 in total.

Structure (XYZ):
```
20
Properties=species:S:1:pos:R:3:forces:R:3
O 1.0230 0.2623 1.2853 -0.5088 -0.6600 -1.3561
C 0.8812 -0.9186 1.0814 1.6739 0.1170 3.2181
O 1.6485 -1.8449 1.7205 0.9324 1.7971 1.1969
C -0.2561 -1.6502 0.4762 -1.7662 0.9536 -2.9043
C -1.5690 -1.2665 1.1564 -0.8819 -0.6526 0.6757
N -0.4448 -1.0477 -0.9853 -0.0380 1.4657 -1.1880
H 2.2090 -1.3154 2.4167 -1.1862 -1.3792 -1.8452
H 0.0115 -2.7182 0.2973 -0.6379 0.8253 0.5053
H -2.4732 -1.7322 0.7123 0.7322 0.2815 -0.0679
H -1.5569 -1.6124 2.1573 0.1718 -1.0315 1.1049
H -1.7724 -0.2140 1.4055 0.6355 0.0761 -1.1801
H -0.5455 -1.7156 -1.7699 0.2547 0.0163 0.7265
H 0.3427 -0.4187 -1.2123 0.0982 -0.5727 0.0514
H -1.2217 -0.3417 -1.1538 0.3884 -0.9391 1.0725
H 0.9734 2.3990 -1.8775 1.7625 0.4765 -0.1702
H 0.9130 3.4677 -3.2791 1.4662 -0.1819 0.3398
O 0.5983 2.9126 -2.5758 -2.9154 -0.2248 -0.2450
H -0.9488 2.6886 -1.7659 0.0435 0.2788 -0.2343
H -1.7080 3.0711 -0.4738 0.1469 -0.6911 -0.4705
O -1.4926 2.3163 -1.0582 -0.3718 0.0449 0.7706
```
Positions in Å, forces in eV/Å.

Values from the calculation:
LUMO energy	-3.7	eV
orbital gap	10.77	eV
ΔE to the lowest compared entry with this formula, charge and spin	2.0965	eV
total energy	-12978.4776	eV
charge	+1
HOMO energy	-14.46	eV

***

No. 5
ORCA calculation (ωB97M-V/def2-TZVPD) on a cluster of 3 separate species, C3H12NO4S in total.

Structure (XYZ):
```
21
Properties=species:S:1:pos:R:3:forces:R:3
O -0.7976 1.8064 -0.2329 -0.0144 0.0233 -0.0548
C 0.1946 1.4310 0.3324 0.4607 0.2074 -0.2532
O 0.7285 1.9614 1.4155 -0.0286 0.0886 0.1884
C 1.1210 0.3453 -0.2322 -0.7023 0.1930 -0.0120
C 1.2369 -0.8809 0.6504 0.4166 -0.1807 0.2914
S 2.4506 -2.0273 -0.0937 -0.1458 -0.1146 -0.0479
N 0.5478 -0.0627 -1.5568 0.2663 -0.1270 0.3213
H 0.1665 2.6794 1.7581 0.0047 -0.1678 -0.1213
H 2.0965 0.7993 -0.4091 0.0334 -0.0372 -0.0239
H 1.6054 -0.5826 1.6263 0.0221 0.1650 0.0534
H 0.2671 -1.3365 0.8233 -0.0160 -0.1087 -0.1985
H 1.7525 -3.1628 0.0636 0.0031 0.1095 -0.0224
H -0.4328 -0.4067 -1.4456 -0.0578 0.2303 -0.1572
H 0.5261 0.7222 -2.2061 -0.0420 -0.0493 -0.0727
H 1.1405 -0.8214 -1.9139 -0.0189 -0.0072 -0.0888
H -2.2346 -0.0876 1.4048 -0.1327 -0.0438 0.0885
H -1.5293 -0.0885 2.7804 -0.0967 -0.0502 -0.1104
O -1.3731 -0.0442 1.8295 0.0506 -0.0731 0.1884
H -2.3586 0.6238 -1.1761 0.0686 -0.0466 -0.0520
H -2.9114 -0.5662 -2.0061 0.1310 -0.0238 0.1130
O -2.1966 -0.3014 -1.4116 -0.2019 0.0131 -0.0295
```
Positions in Å, forces in eV/Å.

Values from the calculation:
LUMO energy	-2.9	eV
orbital gap	10.30	eV
ΔE to the lowest compared entry with this formula, charge and spin	0.0000	eV
total energy	-23815.6800	eV
charge	+1
HOMO energy	-13.23	eV

***

No. 6
ORCA calculation (ωB97M-V/def2-TZVPD) on a cluster of 5 separate species, C3H12NO7 in total.

Structure (XYZ):
```
23
Properties=species:S:1:pos:R:3:forces:R:3
C -0.3950 -2.0338 1.6190 1.6657 -1.1865 -1.0857
N 0.7364 -1.2589 1.7630 -0.4370 -0.0394 0.0028
C 0.7818 0.1527 2.1399 -0.3022 1.1397 0.1629
C 0.7141 1.1558 0.8961 0.7916 -2.8349 1.4631
O 0.0619 2.1527 0.9821 -1.5685 2.4613 0.1425
O 1.4308 0.7310 -0.0327 0.8674 -0.3672 -1.3533
O -1.4885 -1.8350 2.0747 -0.3870 0.3572 0.2854
H -0.1524 -2.9934 0.9753 -0.3288 1.4905 1.0584
H 1.5184 -1.5360 1.1848 -0.2208 -0.0108 -0.0526
H 0.0594 0.4547 2.9142 -0.0814 -0.5943 -0.4797
H 1.7588 0.3988 2.5707 0.0407 -0.4230 0.0090
H -1.3606 -0.3684 -0.2037 -2.4983 -1.0180 -3.8163
H -2.0056 -0.0299 -1.7323 0.5127 0.4305 0.9821
O -1.9147 -0.7421 -1.0684 1.2161 0.5620 3.0569
H -1.1738 2.1489 -1.2149 0.2894 0.3964 1.0851
H -0.5084 1.6188 -2.4628 0.6444 -0.2136 -0.0385
O -1.3733 1.7523 -2.0489 -1.2103 0.0805 -0.9577
H 0.6609 -0.6893 -0.8090 -0.5697 0.4527 -0.0534
H -0.2047 -1.5144 -1.9355 -2.6951 0.1132 0.0147
O 0.5995 -1.3177 -1.5399 4.0315 -1.1018 -0.0978
H 1.5931 1.1668 -1.8387 -1.8184 0.3291 -2.0741
H 1.0432 0.0824 -2.6633 -0.4000 0.2811 -0.3512
O 1.0607 1.0619 -2.7488 2.4580 -0.3048 2.0976
```
Positions in Å, forces in eV/Å.

Values from the calculation:
LUMO energy	3.5	eV
orbital gap	8.99	eV
ΔE to the lowest compared entry with this formula, charge and spin	0.4768	eV
total energy	-19130.8113	eV
charge	-1
HOMO energy	-5.46	eV

***

Calculated strongest force on any atom (hartree/bohr), listed in the same order as above: 0.1832 0.1198 0.0369 0.0706 0.0142 0.0909